A cluster of 2 separate species, C4H7N3 in total at a distorted geometry. Source: OMol25; level of theory: ωB97M-V/def2-TZVPD.

Gap between HOMO and LUMO (eV): 9.4
Highest occupied orbital energy (eV): -9.50
Structure (SMILES): [H]/N=C/C=C.N#CN
Lowest unoccupied orbital energy (Eh): -0.00318
2S+1: 1

Positions of all 14 atoms, in Å:
N  -0.24451  -1.29161  0.45177
N  3.53038  1.04481  0.68473
N  1.96937  -0.10423  -0.83330
C  -1.22747  1.31825  -0.37685
C  2.81917  0.47280  -0.01237
C  -1.42301  -0.89762  0.68732
C  -1.96026  0.34297  0.15156
H  -2.13019  -1.46862  1.30151
H  -3.03438  0.44605  0.23383
H  -1.68180  2.22248  -0.74483
H  -0.15551  1.25058  -0.44143
H  1.14389  -0.53935  -0.39952
H  0.01634  -2.17061  0.89167
H  2.37798  -0.62592  -1.59408

Atoms 1-6, force components in eV/Å:
0.33 -0.15 -0.05
0.48 0.30 0.52
-0.49 -0.49 -0.85
-0.13 -0.15 0.14
0.29 0.28 0.16
-0.12 -0.48 0.29

Charge distribution, Mulliken scheme, values in e:
1 N -0.568
2 N -0.457
3 N -0.451
4 C -0.705
5 C 0.454
6 C 0.026
7 C -0.088
8 H 0.334
9 H 0.290
10 H 0.269
11 H 0.139
12 H 0.352
13 H 0.162
14 H 0.243



The molecule C3H8N2O2 at a distorted geometry. Source: OMol25; level of theory: ωB97M-V/def2-TZVPD.

Gap between HOMO and LUMO (eV): 10.0
Highest occupied orbital energy (eV): -9.27
Structure (SMILES): NC(=O)NCCO
Lowest unoccupied orbital energy (Eh): 0.02589
2S+1: 1

Positions of all 15 atoms, in Å:
O  -1.42796  0.86484  1.29987
O  0.32622  1.78346  -0.16940
N  0.34802  -0.49383  -0.65411
N  2.22335  0.74352  -0.76579
C  -1.19795  -0.52772  1.12828
C  -1.00085  -0.82294  -0.32273
C  0.89931  0.74883  -0.44064
H  2.62123  1.63697  -0.49635
H  2.79304  -0.04834  -0.53646
H  -1.73877  -0.24444  -0.92024
H  -1.14726  1.50312  0.49297
H  0.82590  -1.11262  -1.25994
H  -2.09851  -1.07154  1.40669
H  -1.08880  -1.89292  -0.50630
H  -0.33698  -1.06639  1.74416

Atoms 1-6, force components in eV/Å:
-0.05 0.88 -0.48
-0.11 0.59 -0.11
0.13 1.08 0.19
0.99 1.24 0.27
-0.10 -0.25 0.42
-0.05 -0.07 -0.16

Charge distribution, Mulliken scheme, values in e:
1 O -0.563
2 O -0.667
3 N -0.215
4 N -0.530
5 C -0.295
6 C -0.717
7 C 0.655
8 H 0.265
9 H 0.233
10 H 0.270
11 H 0.402
12 H 0.241
13 H 0.328
14 H 0.394
15 H 0.200



A structure of composition C22H24F6N4O6Rh at a distorted geometry. Source: OMol25; level of theory: ωB97M-V/def2-TZVPD.

Gap between HOMO and LUMO (eV): 7.2
Total charge: +1
Highest occupied orbital energy (eV): -10.58
Lowest unoccupied orbital energy (Eh): -0.12496
2S+1: 1

Positions of all 63 atoms, in Å:
Rh  0.62192  3.70088  0.11559
F  2.12955  1.59253  0.98761
F  -0.08188  6.76306  -3.72194
F  2.29853  2.07859  -1.12627
F  0.09847  -2.00798  -3.33089
F  1.75620  7.34323  -2.74789
F  1.75045  5.70828  -4.17406
O  -0.54655  3.59999  1.69560
O  1.43365  5.24129  1.13307
O  1.81759  4.90341  -1.43530
O  -1.48236  2.62780  3.45985
O  -0.38760  1.99389  -0.53880
O  -0.36573  4.93487  -1.78834
N  0.42447  -6.66513  -1.56094
N  -0.32268  -4.26746  -1.64928
N  -0.18128  6.72351  0.54607
N  -1.09607  -1.13850  1.96872
C  2.16036  2.64835  0.10187
C  -0.37194  -3.16015  3.33470
C  -0.87575  1.23634  1.66265
C  -0.54634  -0.30442  -0.21158
C  -0.22198  -0.53555  -1.54987
C  0.79315  5.29306  -2.05145
C  -0.71640  -2.69173  0.13236
C  -0.98521  2.57261  2.35423
C  -1.02611  -2.19012  4.27594
C  1.04792  6.29508  -3.19468
C  -1.44819  -2.23454  2.84493
C  0.84707  6.33094  1.29071
C  -1.48419  -5.12667  -1.47102
C  -0.58579  1.06885  0.28383
C  0.52163  -6.12357  -2.95846
C  -0.17237  -1.81150  -2.02323
C  0.37912  -4.59491  -2.88624
C  1.33562  7.24016  2.37195
C  -0.98143  -6.50799  -1.03426
C  -1.14504  0.13092  2.41469
C  -0.41055  -2.92272  -1.19512
C  -0.79737  -1.38559  0.63414
H  -0.56529  6.13992  -0.19102
H  -0.86190  -3.53023  0.79797
H  -0.92250  -6.60875  0.04766
H  0.95269  6.86668  3.32245
H  -2.06721  -5.20087  -2.39714
H  -2.14499  -4.72616  -0.70810
H  -0.64940  7.58691  0.75781
H  -1.57560  -7.32409  -1.44063
H  1.04112  -6.10836  -0.96547
H  -0.13799  -4.26032  -3.78847
H  -0.42386  -1.35480  4.60300
H  0.64307  -2.93450  3.03647
H  1.36133  -4.12609  -2.86975
H  1.00663  8.26762  2.23333
H  2.42135  7.19817  2.40056
H  0.72527  -7.63759  -1.51293
H  -0.60928  -4.21194  3.41949
H  -0.02849  0.30778  -2.19973
H  -1.43001  0.27367  3.44835
H  -1.72778  -2.55590  5.01044
H  1.47439  -6.42654  -3.38520
H  -2.41773  -2.66548  2.62375
H  -0.28042  -6.59727  -3.52109
H  3.03368  3.26901  0.31935

Atoms 1-6, force components in eV/Å:
-1.43 1.56 -0.61
0.01 0.04 0.02
-0.04 -0.01 0.02
0.01 0.00 -0.03
0.00 -0.01 0.00
0.01 0.01 0.02

Charge distribution, Mulliken scheme, values in e:
1 Rh 0.554
2 F -0.302
3 F -0.249
4 F -0.263
5 F -0.338
6 F -0.258
7 F -0.259
8 O -0.546
9 O -0.415
10 O -0.590
11 O -0.712
12 O -1.188
13 O -0.757
14 N -0.153
15 N 0.256
16 N -0.182
17 N 0.294
18 C 0.197
19 C -0.452
20 C 0.063
21 C 0.818
22 C -0.646
23 C 0.905
24 C -0.536
25 C 0.032
26 C -1.026
27 C 0.709
28 C -0.304
29 C 0.921
30 C -0.668
31 C 1.554
32 C -0.727
33 C 0.304
34 C -0.718
35 C -1.245
36 C -0.747
37 C -0.279
38 C -1.306
39 C -0.356
40 H 0.193
41 H 0.796
42 H 0.427
43 H 0.284
44 H 0.312
45 H 0.497
46 H 0.215
47 H 0.377
48 H 0.382
49 H 0.425
50 H 0.357
51 H 0.247
52 H 0.516
53 H 0.411
54 H 0.317
55 H 0.329
56 H 0.306
57 H 0.618
58 H 0.776
59 H 0.259
60 H 0.381
61 H 0.471
62 H 0.359
63 H 0.361



A cluster of 13 separate species, C46H128N10O16 in total at a distorted geometry. Source: OMol25; level of theory: ωB97M-V/def2-TZVPD.

Gap between HOMO and LUMO (eV): 9.2
Highest occupied orbital energy (eV): -9.00
Lowest unoccupied orbital energy (Eh): 0.00611
2S+1: 1

Positions of all 200 atoms, in Å:
O  -4.51502  -5.38638  7.07920
O  9.68236  1.45712  4.06192
O  10.27411  -7.35094  0.28463
O  -6.93806  10.11272  0.57253
O  7.13558  -0.09599  -3.88786
O  -4.55590  -0.20566  -8.12494
O  -4.20479  -8.52227  -6.95937
O  -5.49837  7.87755  -6.42288
O  3.76977  0.91802  7.40449
O  6.90656  2.36988  2.91617
O  0.06805  0.95104  -0.97403
O  4.93916  -1.41611  -5.92299
O  -7.89152  -1.83800  -0.18020
O  3.06667  7.60878  6.55393
O  4.10271  -7.45667  3.26183
O  -3.96885  -6.28430  4.38426
N  -8.03724  9.20159  -7.38316
N  -8.13771  -1.01414  -7.90670
N  5.32051  8.84528  8.04894
N  4.47998  -6.01709  6.58829
N  0.59838  -1.65707  -2.10696
N  -5.65562  13.51864  -0.04621
N  -7.84563  -0.05376  3.05090
N  6.13826  -0.00645  8.93513
N  13.29583  -8.73340  1.71030
N  -5.26032  -11.13182  -7.99616
C  7.74122  1.24570  2.66033
C  12.08034  -8.71901  0.92475
C  -7.46326  -0.33110  1.69061
C  9.31453  1.51072  2.67931
C  -3.56821  -5.04175  4.89215
C  3.97682  1.35127  8.76153
C  2.55632  -1.84567  -0.60904
C  2.37477  7.26059  5.39450
C  -5.67500  -0.79305  -7.49536
C  -7.47207  8.48399  -9.48138
C  -2.81882  -8.50911  -7.27446
C  -6.42997  11.16071  -0.28711
C  0.07442  2.32775  -1.15466
C  4.80625  0.34730  9.57988
C  3.99588  -7.45021  4.63679
C  -6.86511  -0.41785  -8.36312
C  -5.02191  -9.99250  -8.96432
C  4.84177  0.83856  10.97814
C  -4.59045  -4.52101  5.98813
C  -7.52373  -3.13750  -0.75798
C  2.85222  -0.15059  7.25567
C  1.24149  -1.16614  -0.90655
C  -7.87014  -1.76738  1.30974
C  11.12541  -9.70370  1.72180
C  3.99742  9.50304  7.94253
C  -5.89808  12.27522  0.60416
C  -3.49505  -1.20312  -8.33238
C  -7.32734  8.19470  -8.04504
C  -7.15396  8.93453  -0.06225
C  -7.08807  1.10450  -8.53730
C  5.07406  -6.62952  5.33873
C  -5.84403  8.25344  -7.72098
C  -5.81951  6.53659  -6.06215
C  6.82935  0.07663  -5.32904
C  -6.70366  12.55794  1.83922
C  3.26729  -8.35172  2.55620
C  6.34036  -7.41143  5.64861
C  9.58049  -6.14984  0.45632
C  1.37853  0.40337  -0.99360
C  -5.02599  -8.62872  -8.11627
C  11.53644  -7.26068  0.91909
C  -5.99407  -9.95635  -10.15143
C  4.14649  11.05906  7.90000
C  6.33289  -1.16399  -6.16411
C  -5.96364  0.10567  1.53466
C  3.30762  8.99082  6.60177
H  -6.32374  1.62465  -9.11466
H  -5.60882  1.11050  1.76385
H  -8.93153  -0.78932  -8.48929
H  -0.33219  -1.28040  -1.99627
H  12.20271  -6.56960  0.40278
H  11.05581  -9.38011  2.76033
H  9.92066  0.81292  2.10158
H  -6.35648  8.19150  -0.06756
H  -6.58509  13.53220  2.31341
H  2.94406  -1.58957  0.37694
H  -8.69065  0.48060  2.90778
H  3.42186  -9.35364  2.95666
H  3.01811  -7.06278  4.92310
H  9.55136  2.34478  4.40323
H  -6.31482  11.84997  2.57112
H  3.01077  -0.99819  7.92239
H  4.59662  11.37227  8.84201
H  -2.84533  -0.69258  -9.04324
H  2.36887  -2.90442  -0.78801
H  -4.24487  -6.88848  5.07735
H  -2.57706  -9.31292  -7.96984
H  -5.33319  13.37267  -0.99217
H  3.44886  -8.41103  1.48307
H  13.77722  -7.88032  1.46410
H  -8.49461  8.29681  -9.80921
H  6.05059  0.82700  -5.46538
H  5.46329  1.72145  11.12750
H  -5.93120  -8.97565  -10.62300
H  -6.51161  13.99721  -0.28777
H  1.81849  0.11900  7.47207
H  11.63866  -10.66530  1.72187
H  4.57229  11.60185  7.05610
H  1.37914  7.70297  5.36079
H  6.49295  -1.03897  -7.23502
H  -7.12921  0.49680  3.50225
H  0.10751  2.62662  -2.20237
H  2.35882  9.51461  6.48549
H  -5.61447  5.78058  -6.82011
H  10.16905  -9.75186  1.20107
H  8.63998  -6.24156  -0.08693
H  5.06948  -0.03267  11.59232
H  -7.09101  -2.42371  1.69741
H  13.07579  -8.55133  2.67908
H  -7.51862  -3.09774  -1.84725
H  2.94031  -0.45424  6.21253
H  9.46838  -5.91739  1.51533
H  4.96890  -5.15942  6.80151
H  4.36372  -0.64812  9.54248
H  -0.86935  2.68856  -0.74574
H  -6.91723  7.72204  -10.02882
H  -7.22666  1.57014  -7.56157
H  4.77544  -1.62040  -4.99937
H  -9.00349  8.93932  -7.51616
H  2.08404  6.21221  5.46143
H  -4.02567  -10.14541  -9.37932
H  -6.53780  -3.46551  -0.42867
H  -3.34095  -4.38070  4.05581
H  -2.55188  -5.07641  5.28456
H  6.90634  -2.06798  -5.95905
H  -4.58673  -10.98248  -7.25854
H  -5.44259  9.26498  -7.78200
H  7.51854  0.71449  1.73494
H  -5.23925  6.22189  -5.19476
H  -8.09491  0.23628  1.00709
H  5.32886  7.84694  7.89618
H  -2.34048  -7.64290  -7.73158
H  -5.24805  -6.00568  7.05202
H  -4.90875  11.95409  0.93005
H  10.16419  -5.36267  -0.02091
H  5.96435  -0.00152  7.94023
H  3.82160  1.04888  11.29922
H  -4.70274  -7.76910  -8.70334
H  9.58535  2.43131  2.16234
H  -5.59961  -0.12231  0.53286
H  -7.89352  9.01013  -6.40195
H  7.58601  0.40201  3.33278
H  -8.44573  -0.57962  -7.04855
H  4.61357  2.23051  8.85953
H  -7.70384  9.04200  -0.99723
H  0.90051  2.79784  -0.62110
H  3.52705  9.19802  8.87731
H  -8.05087  1.20754  -9.03781
H  3.13644  11.46839  7.91872
H  -5.17170  7.62581  -8.30593
H  -6.86584  6.29399  -5.87652
H  -8.20559  -3.92662  -0.44103
H  3.07146  1.62340  9.30409
H  -2.86533  -1.18131  -7.44295
H  5.70642  9.06123  8.95698
H  -6.12504  -10.89717  -7.53001
H  -4.15189  -3.54747  6.20720
H  -7.19683  9.51292  -9.71298
H  2.25422  -7.96200  2.65568
H  -7.18037  11.52662  -0.98791
H  1.93173  0.72666  -1.87540
H  -6.00619  -8.38931  -7.70396
H  3.93951  -8.42593  5.11938
H  -5.83020  -10.82309  -10.79174
H  2.89598  7.36421  4.44281
H  -5.71582  -0.25490  -6.54834
H  -5.58095  -4.42928  5.54250
H  6.82709  -7.64976  4.70288
H  0.57591  -1.45898  -0.09455
H  12.34696  -9.17714  -0.02768
H  4.79054  -6.73400  7.22836
H  -5.60556  10.95997  -0.97133
H  -7.83157  8.50258  0.67421
H  -7.71059  7.18345  -7.90873
H  1.96889  0.82623  -0.18073
H  7.40973  0.79279  -3.65015
H  -8.76601  -2.10625  1.83000
H  -2.39797  -8.72711  -6.29291
H  7.71753  0.38909  -5.87821
H  11.42275  -6.94015  1.95468
H  -3.69525  -2.24190  -8.59494
H  6.81478  0.72330  9.10794
H  0.39725  -2.64378  -2.02895
H  -5.34506  -0.47221  2.22132
H  -6.72907  -0.87071  -9.34523
H  3.38547  -1.58215  -1.26568
H  -7.77714  12.46572  1.67418
H  6.93385  -6.64888  6.15297
H  3.92505  9.23838  5.73829
H  5.46018  -5.87263  4.65600
H  -7.00474  -10.05678  -9.75573
H  -5.60572  -1.81319  -7.11771
H  6.30768  2.11876  3.62320
H  6.21041  -8.30326  6.26167

Atoms 1-6, force components in eV/Å:
-0.27 -0.24 0.65
0.67 0.44 -0.59
0.31 0.21 0.30
2.08 2.95 -0.96
-0.62 -0.29 -2.16
1.19 -2.83 -0.74

Results of the Mulliken charge analysis, in e, for atoms 1 through 99:
1 O -0.508
2 O -0.518
3 O -0.293
4 O -0.272
5 O -0.492
6 O -0.308
7 O -0.349
8 O -0.352
9 O -0.301
10 O -0.503
11 O -0.288
12 O -0.532
13 O -0.331
14 O -0.275
15 O -0.279
16 O -0.513
17 N -0.736
18 N -0.751
19 N -0.751
20 N -0.717
21 N -0.797
22 N -0.736
23 N -0.657
24 N -0.652
25 N -0.736
26 N -0.689
27 C -0.327
28 C 0.227
29 C 0.539
30 C -0.419
31 C -0.373
32 C -0.662
33 C -1.371
34 C -0.805
35 C -0.772
36 C -1.619
37 C -0.719
38 C -0.664
39 C -0.776
40 C 0.405
41 C -0.828
42 C 0.652
43 C 0.379
44 C -1.409
45 C -0.390
46 C -0.720
47 C -0.667
48 C 0.575
49 C -0.618
50 C -1.251
51 C 0.571
52 C 0.578
53 C -0.810
54 C 0.768
55 C -0.790
56 C -1.368
57 C 0.439
58 C -0.859
59 C -0.809
60 C -0.352
61 C -1.330
62 C -0.728
63 C -1.515
64 C -0.732
65 C -0.707
66 C -0.709
67 C -0.662
68 C -1.397
69 C -1.309
70 C -0.454
71 C -1.540
72 C -0.822
73 H 0.316
74 H 0.397
75 H 0.257
76 H 0.267
77 H 0.400
78 H 0.311
79 H 0.320
80 H 0.286
81 H 0.426
82 H 0.354
83 H 0.277
84 H 0.310
85 H 0.417
86 H 0.300
87 H 0.310
88 H 0.283
89 H 0.335
90 H 0.275
91 H 0.336
92 H 0.299
93 H 0.308
94 H 0.236
95 H 0.236
96 H 0.258
97 H 0.394
98 H 0.302
99 H 0.356